# 1
# C4H6N2O2

An isolated molecule of C4H6N2O2 in a non-equilibrium geometry (ωB97M-V with the def2-TZVPD basis set, the Open Molecules 2025 dataset).

Values from the calculation:
Total charge ... 0
HOMO ... -8.383 eV
SMILES string ... [H]/N=C\N1OCOC1=C
Frontier orbital gap ... 9.1 eV
Energy relative to the best compared isomer or geometry (same formula, charge and spin) ... 3.855 eV
Total energy ... -11317.18652 eV

Positions of all 14 atoms, in Å:
H 2.634 -1.049 -0.056
N 2.776 -0.050 0.034
C 1.667 0.555 0.024
N 0.392 0.082 -0.016
O 0.240 -1.289 -0.072
C -1.167 -1.519 0.012
O -1.795 -0.259 0.062
C -0.852 0.711 0.004
C -1.099 2.026 -0.030
H 1.666 1.634 0.068
H -1.447 -2.117 0.897
H -1.500 -2.070 -0.895
H -0.285 2.729 -0.106
H -2.103 2.392 -0.016



# 2
# C31H31IN2PReSi

A structure of composition C31H31IN2PReSi (ωB97M-V with the def2-TZVPD basis set, the Open Molecules 2025 dataset).

Values from the calculation:
Total charge ... +3
HOMO (alpha / beta) ... -16.827 / -16.843 eV
Spin multiplicity ... 4
Frontier orbital gap (alpha / beta) ... 6.4 / 5.4 eV
Energy relative to the best compared isomer or geometry (same formula, charge and spin) ... 0.106 eV
Total energy ... -63001.68147 eV

Positions of all 68 atoms, in Å:
Re -0.576 0.249 -1.335
I -2.871 1.640 -1.062
C -3.466 1.883 0.974
C -4.654 2.564 0.990
C -5.314 2.796 2.206
C -4.759 2.313 3.352
C -3.530 1.610 3.338
C -3.025 1.139 4.575
C -1.850 0.454 4.653
C -1.123 0.237 3.477
C -1.563 0.679 2.238
P -0.250 0.517 1.028
C 0.854 1.922 1.017
C 1.810 2.114 2.017
C 2.641 3.220 1.955
C 2.531 4.125 0.901
C 1.588 3.935 -0.099
C 0.745 2.835 -0.035
C 0.641 -1.018 1.295
C -0.053 -2.172 1.677
C 0.619 -3.379 1.753
C 1.975 -3.441 1.443
C 2.664 -2.296 1.057
C 2.001 -1.083 0.975
C -2.810 1.378 2.123
H -5.107 2.927 0.076
H -6.249 3.337 2.211
H -5.253 2.460 4.303
H -3.605 1.336 5.468
H -1.469 0.094 5.598
H -0.179 -0.285 3.558
H 1.904 1.412 2.836
H 3.377 3.382 2.730
H 3.181 4.989 0.867
H 1.497 4.648 -0.907
H -0.046 2.749 -0.787
H -1.103 -2.119 1.941
H 0.096 -4.269 2.077
H 2.500 -4.384 1.520
H 3.722 -2.348 0.839
H 2.542 -0.192 0.682
C -2.879 -2.610 -0.763
C -1.610 -2.770 -1.529
C -1.201 -3.967 -2.089
C 0.013 -4.053 -2.768
C 0.851 -2.953 -2.917
C 0.407 -1.775 -2.365
N -0.783 -1.714 -1.688
N 0.915 -0.480 -2.331
Si 2.349 0.168 -3.315
C 3.861 -0.396 -2.413
C 2.075 2.001 -3.263
C 2.168 -0.528 -5.020
H -3.734 -2.878 -1.385
H -3.014 -1.589 -0.406
H -2.883 -3.284 0.095
H -1.835 -4.837 -1.991
H 0.311 -5.005 -3.192
H 1.791 -3.015 -3.444
H 3.960 0.087 -1.439
H 4.745 -0.128 -2.999
H 3.887 -1.478 -2.274
H 2.213 2.415 -2.264
H 1.096 2.293 -3.655
H 2.816 2.482 -3.908
H 2.504 -1.560 -5.115
H 2.797 0.065 -5.689
H 1.146 -0.454 -5.397



# 3
# C28H42N8O2PtS

A structure of composition C28H42N8O2PtS in a non-equilibrium geometry (ωB97M-V with the def2-TZVPD basis set, the Open Molecules 2025 dataset).

Values from the calculation:
Total charge ... +2
HOMO (alpha / beta) ... -12.953 / -12.958 eV
Frontier orbital gap (alpha / beta) ... 6.5 / 6.5 eV
Total energy ... -59803.96407 eV

Positions of all 82 atoms, in Å:
Pt -0.951 1.084 -0.450
N -2.957 2.066 -0.897
C -4.084 1.125 -0.887
C -5.327 1.645 -0.144
C -5.164 2.013 1.339
C -4.865 0.872 2.325
N -5.733 -0.270 2.121
C -5.400 -1.549 1.992
N -4.151 -1.977 2.188
N -6.374 -2.441 1.797
C -3.655 -0.208 -0.228
O -4.395 -1.174 -0.336
O -2.579 -0.194 0.454
H -3.070 2.743 -0.141
H -2.920 2.584 -1.772
H -4.384 0.896 -1.916
H -6.093 0.873 -0.243
H -5.698 2.534 -0.660
H -6.100 2.486 1.640
H -4.376 2.754 1.480
H -5.026 1.260 3.336
H -3.825 0.566 2.256
H -6.713 -0.041 2.047
H -3.379 -1.367 1.935
H -3.972 -2.948 1.982
H -7.330 -2.150 1.681
H -6.158 -3.395 1.557
C 6.046 0.002 -1.625
C 5.527 0.756 -0.392
C 6.205 2.127 -0.344
C 5.906 -0.005 0.888
C 4.021 0.860 -0.456
C 3.346 2.077 -0.417
C 1.967 2.111 -0.440
N 1.209 1.024 -0.479
C 1.827 -0.169 -0.557
C 3.212 -0.273 -0.559
C 0.947 -1.334 -0.697
C 1.389 -2.632 -0.483
C 0.548 -3.719 -0.699
C -0.742 -3.417 -1.142
C -1.121 -2.096 -1.320
N -0.306 -1.075 -1.094
C 1.012 -5.140 -0.460
C 2.527 -5.227 -0.237
C 0.652 -6.018 -1.666
C 0.304 -5.649 0.806
H 7.132 -0.029 -1.589
H 5.749 0.514 -2.539
H 5.680 -1.020 -1.660
H 7.282 1.984 -0.338
H 5.941 2.672 0.561
H 5.959 2.729 -1.215
H 6.989 -0.067 0.956
H 5.507 -1.016 0.891
H 5.538 0.518 1.769
H 3.871 3.015 -0.373
H 1.460 3.063 -0.451
H 3.657 -1.249 -0.664
H 2.386 -2.792 -0.119
H -1.455 -4.199 -1.347
H -2.112 -1.856 -1.676
H 3.075 -4.764 -1.056
H 2.822 -6.273 -0.198
H 2.823 -4.772 0.706
H 1.060 -5.590 -2.579
H -0.422 -6.134 -1.779
H 1.082 -7.007 -1.535
H 0.510 -4.992 1.649
H 0.671 -6.641 1.052
H -0.772 -5.706 0.665
S -0.928 3.735 0.773
C -0.054 5.060 0.238
N -0.440 6.302 0.690
C 0.226 7.418 0.352
C 1.322 7.327 -0.464
C 1.660 6.039 -0.922
N 0.992 4.969 -0.588
H -1.245 6.340 1.304
H -0.148 8.356 0.736
H 1.892 8.197 -0.739
H 2.496 5.877 -1.592



# 4
# C9H6Cl3N3O

An isolated molecule of C9H6Cl3N3O in a non-equilibrium geometry (ωB97M-V with the def2-TZVPD basis set, the Open Molecules 2025 dataset).

Values from the calculation:
Total charge ... 0
HOMO ... -8.356 eV
SMILES string ... Nc1cc(=O)[nH]n1-c1c(Cl)cc(Cl)cc1Cl
Frontier orbital gap ... 8.4 eV
Energy relative to the best compared isomer or geometry (same formula, charge and spin) ... 0.000 eV
Total energy ... -53514.05128 eV

Positions of all 22 atoms, in Å:
N 0.403 2.421 -0.444
C -0.357 1.872 0.515
C -0.814 2.335 1.675
C -1.493 1.223 2.332
O -1.790 1.067 3.526
N -1.555 0.168 1.477
N -0.807 0.564 0.343
C -0.083 -0.344 -0.349
C -0.741 -1.130 -1.333
Cl -2.496 -0.883 -1.710
C 0.001 -2.139 -1.949
C 1.296 -2.504 -1.617
Cl 2.119 -3.861 -2.328
C 1.897 -1.713 -0.669
C 1.325 -0.605 -0.036
Cl 2.242 0.189 1.139
H 0.342 3.394 -0.304
H 0.249 2.113 -1.417
H -0.669 3.271 2.245
H -1.369 -0.718 1.942
H -0.566 -2.702 -2.658
H 2.867 -2.016 -0.376



# 5
# C5H7NO

A cluster of 2 separate species, C5H7NO in total in a non-equilibrium geometry (ωB97M-V with the def2-TZVPD basis set, the Open Molecules 2025 dataset).

Values from the calculation:
Total charge ... 0
HOMO ... -10.007 eV
SMILES string ... C=C(C)C#N.C=O
Frontier orbital gap ... 10.3 eV
Energy relative to the best compared isomer or geometry (same formula, charge and spin) ... 2.498 eV
Total energy ... -8833.70522 eV

Positions of all 14 atoms, in Å:
C -0.016 1.269 0.272
C 0.007 0.311 -0.650
C 0.904 0.592 -1.826
C -1.026 -0.691 -0.762
N -1.836 -1.512 -0.883
H 0.852 1.916 0.346
H -0.881 1.504 0.854
H 1.874 0.098 -1.826
H 1.054 1.677 -1.856
H 0.328 0.332 -2.712
C -0.314 -1.383 2.262
O -0.829 -0.359 2.636
H -0.894 -2.196 1.787
H 0.776 -1.557 2.359



# 6
# C23H40BrFeN2O6Sb

A structure of composition C23H40BrFeN2O6Sb in a non-equilibrium geometry (ωB97M-V with the def2-TZVPD basis set, the Open Molecules 2025 dataset).

Values from the calculation:
Total charge ... 0
HOMO (alpha / beta) ... -8.149 / -8.891 eV
Spin multiplicity ... 5
Frontier orbital gap (alpha / beta) ... 8.7 / 9.4 eV
Energy relative to the best compared isomer or geometry (same formula, charge and spin) ... 0.000 eV
Total energy ... -150732.75747 eV

Positions of all 74 atoms, in Å:
Fe 9.370 7.521 10.550
O 8.603 9.980 10.717
C 7.777 9.998 11.917
C 8.563 9.549 13.120
N 9.118 8.211 12.942
C 8.283 7.156 13.423
C 7.250 6.669 12.325
O 6.178 6.251 12.653
O 7.721 6.650 11.112
C 10.511 8.164 13.401
C 11.467 8.469 12.233
O 12.615 8.748 12.530
O 11.110 8.177 11.027
H 9.400 10.453 10.841
H 6.905 9.414 11.580
H 7.414 11.052 12.088
H 7.797 9.689 13.897
H 9.342 10.278 13.365
H 7.755 7.368 14.343
H 8.889 6.231 13.592
H 10.721 7.141 13.654
H 10.644 8.849 14.268
O 13.078 4.795 15.382
C 12.510 4.740 14.142
C 13.139 5.356 13.040
C 12.482 5.354 11.826
N 11.246 4.882 11.702
C 10.692 4.355 12.738
Br 8.957 3.619 12.551
C 11.255 4.221 13.993
H 14.017 5.062 15.286
H 14.131 5.789 13.183
H 12.907 5.836 10.947
H 10.756 3.693 14.825
C 7.896 9.463 7.377
C 9.141 8.802 6.735
C 10.299 9.726 7.032
C 8.787 8.612 5.267
Sb 9.381 6.889 7.900
C 7.834 5.495 7.210
C 8.089 5.005 5.774
C 7.907 4.268 8.234
C 6.481 6.180 7.297
C 11.320 6.107 7.350
C 11.637 6.190 5.839
C 11.324 4.606 7.828
C 12.305 7.055 8.077
H 7.824 10.458 6.896
H 7.835 9.432 8.482
H 6.939 8.984 7.062
H 10.092 10.777 6.606
H 11.255 9.385 6.650
H 10.427 9.929 8.053
H 8.706 9.616 4.809
H 7.871 8.076 5.141
H 9.474 8.038 4.665
H 9.108 4.696 5.651
H 7.921 5.759 5.038
H 7.459 4.187 5.491
H 8.867 3.744 8.208
H 7.098 3.555 8.007
H 7.776 4.642 9.240
H 6.406 7.097 6.726
H 6.150 6.354 8.312
H 5.782 5.440 6.925
H 10.898 5.627 5.301
H 12.629 5.863 5.548
H 11.591 7.216 5.508
H 10.557 4.016 7.311
H 11.044 4.545 8.859
H 12.282 4.193 7.621
H 12.337 8.034 7.594
H 13.338 6.735 8.238
H 11.886 7.235 9.050